Computed, not measured: one molecule with the formula C3H3NO2, with wB97M-V/def2-TZVPD.

XYZ file:
```
9
Properties=species:S:1:pos:R:3:forces:R:3:mulliken_charge:R:1
C 0.9593 -1.1126 0.1221 -2.866 2.401 -1.464 -0.486
C 0.6909 0.1233 0.3641 1.948 1.763 1.446 -0.002
C -1.5738 0.5082 -0.1116 1.903 0.890 -1.644 0.257
N -2.0222 -0.7056 -0.6317 0.396 -0.536 1.053 -0.314
O -0.2488 1.0024 -0.1118 -1.096 -1.786 0.430 -0.308
O -2.1404 -0.3393 0.7618 -0.068 -1.182 0.253 -0.222
H 1.5158 -1.8751 0.4260 2.238 -2.876 1.100 0.363
H 1.3565 0.7335 1.0574 -0.504 -0.937 -0.681 0.286
H -2.0756 1.3452 -0.4016 -1.951 2.264 -0.493 0.424
```
Positions in Å, forces in eV/Å.

Values from the calculation:
Gap between HOMO and LUMO (spin up / spin down) (hartree): 0.31926 / 0.34770
HOMO level (spin up / spin down) (hartree): -0.344 / -0.368
E_LUMO (spin up / spin down) (eV): -0.7 / -0.5
Relative energy (zero: lowest compared OMol25 entry of this formula, charge and spin) (eV): 8.092